1.
14
Properties=species:S:1:pos:R:3:forces:R:3:mulliken_charge:R:1 method="wB97M-V/def2-TZVPD" e_homo_ev=-14.89 relative_energy_kj_mol=0.0 homo_lumo_gap_ev=2.18 charge=+2
Y 0.5582 -5.8179 1.9930 -1.0 4.2 0.3 1.98
Cl -0.0673 -3.2115 2.2082 1.0 -4.2 -0.3 -0.13
C -0.7751 1.8606 -0.7879 0.3 -0.1 -0.3 -1.33
C -0.2839 0.4124 -0.6168 0.2 1.2 0.3 0.78
C 1.1041 0.3419 -0.0106 0.4 -0.4 0.2 -1.34
O -1.2435 -0.2471 0.1948 -0.2 -0.4 0.0 -0.43
H -0.9576 2.3804 0.1518 -0.1 -0.4 0.2 0.35
H -1.6777 1.8519 -1.3940 -0.1 0.2 0.1 0.34
H -0.0108 2.4577 -1.2909 -0.1 -0.2 -0.2 0.37
H -0.2693 -0.0319 -1.6203 -0.1 -0.2 0.0 0.15
H 1.7835 1.0825 -0.4294 -0.1 0.0 -0.1 0.37
H 1.5853 -0.6320 -0.1766 -0.1 0.0 0.0 0.30
H 1.0755 0.4971 1.0717 -0.1 0.2 0.0 0.37
H -0.8214 -0.9440 0.7070 0.1 0.1 -0.1 0.21

---

2.
10
Properties=species:S:1:pos:R:3:forces:R:3:lowdin_spin:R:1 method="wB97M-V/def2-TZVPD" e_homo_ev="-1.14 / -1.05" spin_multiplicity=2 homo_lumo_gap_ev="4.38 / 4.44" s_squared=0.757 charge=-1
C -0.8240 -0.5141 0.5903 1.5 -0.2 -0.5 0.04
C -1.4330 0.8180 0.2352 0.4 0.8 -0.5 0.01
H -2.5286 0.7428 0.2961 0.2 0.0 0.2 0.00
H -1.1851 1.1967 -0.7758 0.0 -0.4 0.2 0.01
H -1.0901 1.6375 0.9022 -0.3 -0.4 0.2 0.00
O 0.1329 -0.7905 -0.5308 -1.9 -0.7 -1.1 0.07
C 1.1544 -1.0041 0.2897 -1.0 -0.4 2.4 -0.01
O 2.2655 -0.5176 -0.0853 0.9 -0.2 1.2 0.10
H 1.1693 -1.8770 0.9646 -0.2 0.3 -0.4 0.00
Sn 2.3389 0.3082 -1.8863 0.3 1.1 -1.8 0.78

---

3.
42
Properties=species:S:1:pos:R:3:forces:R:3:nbo_charge:R:1 method="wB97M-V/def2-TZVPD" e_homo_ev=-8.92 relative_energy_kj_mol=19.6 homo_lumo_gap_ev=9.67 smiles="CCOC(=O)[C@@H]1CCCN(S(=O)(=O)Cc2ccccc2Cl)C1" charge=0
C -2.8685 -3.6204 -0.6546 0.1 0.3 0.3 -0.63
C -1.9548 -3.0543 0.4223 0.2 -0.4 -0.3 -0.08
O -2.3979 -1.7613 0.8510 -0.2 -0.1 0.3 -0.50
C -2.0372 -0.7101 0.1229 -0.2 0.4 0.1 0.82
O -1.3593 -0.7789 -0.8731 -0.1 -0.2 -0.1 -0.64
C -2.5850 0.5638 0.7345 0.0 0.1 0.0 -0.33
C -3.1417 1.5260 -0.3244 0.2 -0.2 -0.2 -0.39
C -2.0254 2.1815 -1.1362 0.0 0.2 0.2 -0.42
C -1.0692 2.9034 -0.1890 0.0 0.2 -0.6 -0.22
N -0.5415 1.9911 0.7915 0.9 -0.3 -0.1 -0.70
S 1.0604 1.5952 0.7630 -0.4 0.3 -0.1 2.33
O 1.7950 2.8121 0.5737 0.0 0.1 -0.3 -0.95
O 1.3155 0.8146 1.9359 -0.2 -0.2 0.0 -0.95
C 1.3903 0.5787 -0.7355 -0.3 0.4 0.8 -0.68
C 2.7270 -0.0106 -0.4912 0.5 -0.3 0.0 -0.10
C 3.8809 0.6391 -0.9165 0.0 -0.1 0.0 -0.12
C 5.1345 0.1349 -0.6231 0.1 0.0 0.0 -0.23
C 5.2570 -1.0321 0.1122 0.0 0.0 0.0 -0.19
C 4.1247 -1.6907 0.5572 0.0 0.0 0.0 -0.23
C 2.8746 -1.1753 0.2596 0.3 0.2 -0.2 -0.01
Cl 1.4816 -1.9925 0.8465 -0.3 -0.5 0.1 0.01
C -1.4986 1.2700 1.5765 -0.2 -0.5 0.4 -0.21
H -2.5445 -4.6243 -0.9127 0.0 -0.1 0.0 0.22
H -3.8951 -3.6586 -0.2978 -0.1 -0.1 0.0 0.21
H -2.8256 -2.9978 -1.5449 0.0 0.0 -0.1 0.22
H -1.9762 -3.6699 1.3231 0.0 0.1 -0.1 0.19
H -0.9290 -2.9752 0.0510 -0.2 0.0 0.1 0.20
H -3.3839 0.2604 1.4173 0.1 0.1 -0.1 0.24
H -3.7171 2.3012 0.1877 -0.1 0.0 0.0 0.21
H -3.8185 0.9855 -0.9889 -0.1 0.1 0.0 0.22
H -2.4509 2.8937 -1.8443 0.0 0.0 0.0 0.21
H -1.4878 1.4143 -1.6926 0.0 0.1 -0.1 0.23
H -1.6009 3.7123 0.3299 0.1 0.0 0.0 0.19
H -0.2159 3.3345 -0.7119 -0.2 0.2 -0.1 0.23
H 0.6000 -0.1587 -0.8331 0.0 0.1 0.0 0.29
H 1.3885 1.2769 -1.5657 0.0 0.1 -0.1 0.24
H 3.7829 1.5571 -1.4756 0.0 0.1 -0.1 0.21
H 6.0162 0.6561 -0.9630 0.1 0.0 0.0 0.22
H 6.2326 -1.4291 0.3472 0.1 0.0 0.0 0.22
H 4.2042 -2.5956 1.1392 0.0 -0.1 0.0 0.23
H -2.0028 1.9769 2.2495 0.0 -0.1 0.0 0.20
H -0.9387 0.5561 2.1820 -0.2 0.0 0.1 0.25